Density functional theory data (wB97M-V/def2-TZVPD) for a cluster of 6 separate species, C15H45N3O6 in total at a distorted geometry.

```
69
Properties=species:S:1:pos:R:3:forces:R:3
C 2.390 2.312 -1.342 -0.53 -0.26 -1.02
O 3.511 1.606 -0.865 0.07 -0.07 0.07
C 4.257 0.985 -1.904 0.04 0.72 0.05
C 5.548 0.484 -1.301 0.16 -1.40 -0.35
C 6.471 1.532 -0.726 0.94 -0.19 -0.19
N 6.266 -0.351 -2.327 -0.34 0.38 0.61
H 1.661 2.460 -0.547 0.29 0.22 0.25
H 1.851 1.741 -2.116 0.24 -0.01 0.18
H 2.678 3.253 -1.824 0.03 0.09 0.32
H 3.680 0.170 -2.357 0.00 -0.01 0.07
H 4.464 1.732 -2.684 0.07 -0.14 -0.02
H 5.273 -0.208 -0.488 -0.15 0.36 0.17
H 6.108 1.936 0.215 -0.12 0.12 -0.04
H 6.756 2.334 -1.410 -0.53 0.05 -0.12
H 7.437 1.042 -0.540 -0.19 0.01 0.30
H 5.670 -1.150 -2.535 -0.04 0.15 -0.19
H 7.053 -0.775 -1.841 0.12 0.16 -0.18
C -5.913 1.176 0.297 0.01 -0.03 -0.17
O -5.586 0.598 1.542 -0.24 0.11 -0.15
C -4.536 -0.346 1.447 -0.14 0.48 0.58
C -5.029 -1.701 1.016 0.02 -0.57 -0.03
C -6.002 -2.282 2.056 0.22 -0.88 -0.47
N -3.855 -2.564 0.790 -0.36 0.36 -0.17
H -6.870 1.686 0.393 0.04 0.06 0.13
H -6.026 0.428 -0.500 0.06 0.01 0.10
H -5.148 1.896 -0.019 -0.03 -0.04 0.03
H -3.738 0.046 0.812 0.09 -0.19 -0.08
H -4.171 -0.459 2.474 0.28 0.13 -0.09
H -5.541 -1.634 0.053 0.00 0.17 0.00
H -5.408 -2.822 2.801 -0.10 0.29 0.23
H -6.599 -3.063 1.572 -0.09 0.11 0.08
H -6.678 -1.583 2.538 0.10 0.26 -0.08
H -4.124 -3.354 0.215 0.16 -0.13 0.13
H -3.500 -2.899 1.678 0.01 -0.16 -0.07
C 4.044 2.875 3.537 0.39 -0.03 0.11
O 2.833 2.350 3.055 0.34 0.37 -0.33
C 2.734 0.967 3.252 -1.03 -0.07 0.04
C 1.656 0.400 2.324 -0.18 -1.03 -0.29
C 0.867 -0.689 3.029 -0.42 0.29 1.15
N 2.220 -0.149 1.079 0.09 0.72 -0.24
H 4.890 2.525 2.929 -0.05 0.00 0.06
H 4.234 2.589 4.581 -0.10 -0.04 -0.05
H 4.015 3.961 3.490 -0.17 0.01 -0.10
H 3.657 0.421 3.023 0.22 0.22 0.17
H 2.442 0.793 4.297 0.24 -0.14 0.05
H 0.937 1.144 1.980 0.23 0.45 0.37
H -0.016 -1.014 2.484 0.35 -0.32 -0.36
H 0.444 -0.304 3.970 0.20 0.13 -0.15
H 1.508 -1.516 3.348 -0.10 -0.18 -0.37
H 2.922 -0.862 1.260 -0.11 -0.04 0.14
H 2.713 0.619 0.609 0.05 -0.42 -0.06
C -4.103 -2.041 -2.741 -0.71 0.56 0.15
O -4.758 -3.303 -2.808 0.39 -0.03 0.03
H -4.498 -1.500 -1.875 0.27 0.23 -0.05
H -3.028 -2.115 -2.616 0.01 -0.54 -0.01
H -4.306 -1.447 -3.638 0.09 -0.02 -0.01
H -5.695 -3.104 -2.736 -0.06 -0.21 -0.07
C -0.847 -0.763 -0.617 1.19 0.47 0.78
O 0.483 -0.549 -1.111 -0.41 0.15 -0.45
H -0.822 -0.737 0.479 -0.08 -0.32 -0.05
H -1.476 0.091 -0.875 -0.30 -0.37 -0.52
H -1.164 -1.747 -0.942 -0.57 0.13 -0.12
H 1.090 -0.414 -0.356 0.06 -0.11 0.19
C -1.091 0.110 -4.082 -0.49 -0.65 -0.17
O -0.388 1.093 -3.372 -0.04 0.15 0.06
H -1.782 0.554 -4.800 0.31 0.30 -0.07
H -0.415 -0.574 -4.607 -0.06 0.05 -0.11
H -1.739 -0.505 -3.441 0.23 0.08 0.15
H 0.090 0.616 -2.679 0.11 0.02 0.28
```
Positions in Å, forces in eV/Å.

Multiplicity   1
SMILES   COC[C@H](C)N.COC[C@H](C)N.COC[C@H](C)N.CO.CO.CO
HOMO-LUMO gap   10.11 eV
Net charge   0


Density functional theory data (wB97M-V/def2-TZVPD) for a cluster of 2 separate species, C10H15FNO2 in total at a distorted geometry.

```
29
Properties=species:S:1:pos:R:3:forces:R:3
C -2.098 1.099 -0.214 1.38 0.91 0.20
C -0.594 -0.921 -0.745 -3.55 -0.08 -1.31
C -2.622 0.917 -1.541 -0.76 -2.32 -3.28
C -1.437 -1.171 -1.843 2.24 0.52 0.35
C -0.849 0.261 0.087 0.04 0.12 0.64
C -2.292 -0.075 -2.392 0.54 0.06 2.04
C 2.301 0.268 2.109 -0.88 -2.22 0.09
C 0.647 -1.586 2.236 -2.89 2.39 1.00
C -0.090 0.517 1.176 0.38 1.34 -0.79
C 1.687 0.763 -1.411 3.51 0.01 3.36
N 1.067 -0.350 1.458 0.70 -0.36 -0.28
O 0.787 1.317 -2.074 -2.83 1.79 -2.81
O 2.082 -0.371 -1.405 -0.14 -1.05 -0.38
F -2.723 -0.037 -3.669 0.32 -0.69 0.61
H -2.856 0.890 0.554 0.18 0.61 -0.06
H 0.011 -1.689 -0.308 0.16 -0.50 -0.51
H -3.311 1.586 -1.996 -0.51 0.97 0.21
H -1.273 -2.117 -2.387 -0.38 0.62 0.20
H 3.165 -0.187 1.717 0.96 -0.44 -1.28
H 2.387 1.290 2.056 -0.32 2.33 -0.35
H 2.382 -0.083 3.105 -0.58 0.13 1.27
H 1.285 -2.248 1.831 2.34 -3.09 -0.33
H 0.744 -1.377 3.348 -0.33 -0.55 -1.57
H -0.393 -1.871 1.870 1.28 0.50 0.96
H -0.108 1.470 1.736 -0.19 -0.90 -0.13
H 2.158 1.482 -0.666 -0.60 -0.25 -0.82
H 1.448 -0.754 0.555 -0.62 0.96 0.70
H 0.353 0.789 -2.779 0.44 -0.09 0.51
H -1.860 2.188 -0.412 0.10 -0.70 1.78
```
Positions in Å, forces in eV/Å.

Multiplicity   1
HOMO-LUMO gap   7.98 eV
Net charge   +1


Density functional theory data (wB97M-V/def2-TZVPD) for a cluster of 2 separate species, C4H8O2 in total.

```
14
Properties=species:S:1:pos:R:3:forces:R:3
C 0.927 -1.782 0.334 -0.14 0.04 0.06
C -0.091 -1.630 1.171 0.37 -0.16 -0.02
O -1.238 -0.974 0.805 -0.08 0.10 0.14
H 1.815 -2.316 0.650 -0.18 0.05 0.01
H 0.890 -1.372 -0.671 0.04 -0.09 0.15
H -0.079 -2.030 2.186 -0.02 0.09 -0.17
H -1.782 -0.829 1.586 0.02 -0.08 -0.12
C 0.145 1.906 -0.353 0.11 -0.07 0.00
C -0.317 1.102 -1.536 0.17 -0.12 -0.16
O 0.368 0.313 -2.143 -0.29 0.40 0.22
H 0.061 2.976 -0.581 -0.01 -0.16 0.02
H 1.177 1.656 -0.099 -0.14 0.04 -0.03
H -0.511 1.695 0.499 0.07 0.03 -0.13
H -1.366 1.286 -1.849 0.08 -0.06 0.01
```
Positions in Å, forces in eV/Å.

Multiplicity   1
SMILES   C=CO.CC=O
HOMO-LUMO gap   9.73 eV
Net charge   0


Density functional theory data (wB97M-V/def2-TZVPD) for a structure of composition C50H45IrN3O6P2S at a distorted geometry.

```
108
Properties=species:S:1:pos:R:3:forces:R:3
Ir -1.431 -1.730 -0.759 1.00 0.42 -1.30
O -3.128 -2.389 -2.000 0.46 1.34 0.49
C -3.127 -3.642 -2.317 0.05 -0.96 0.12
C -3.270 -4.034 -3.671 -0.25 0.38 0.14
C -3.220 -5.355 -4.039 0.00 -0.06 0.18
C -3.039 -6.366 -3.083 0.00 -0.12 -0.03
C -2.943 -6.025 -1.757 0.01 -0.06 0.04
C -2.996 -4.684 -1.347 0.48 0.27 -0.52
C -2.937 -4.329 0.030 -0.17 0.05 -0.10
N -2.808 -3.113 0.430 1.27 0.32 -0.10
C -2.993 -2.768 1.821 -0.24 0.08 0.39
C -2.349 -1.408 2.046 -0.40 0.02 0.11
N -1.045 -1.477 1.425 -0.76 -0.30 -1.45
C -0.054 -1.841 2.155 0.25 -0.11 -0.17
C 1.224 -2.244 1.709 0.15 -0.21 -0.36
C 2.187 -2.594 2.678 0.06 0.01 0.12
C 3.409 -3.095 2.329 0.07 0.01 0.12
C 3.695 -3.283 0.966 -0.20 0.01 0.06
C 2.779 -2.959 0.003 -0.12 0.27 -0.33
C 1.512 -2.399 0.323 0.27 0.02 0.92
O 0.722 -2.070 -0.636 -1.58 0.35 -0.72
H -3.404 -3.244 -4.398 0.06 -0.01 -0.05
H -3.311 -5.623 -5.083 0.03 0.04 -0.03
H -2.983 -7.401 -3.391 -0.01 0.00 0.02
H -2.807 -6.794 -1.005 -0.04 -0.02 0.01
H -3.056 -5.133 0.763 -0.26 0.14 0.07
H -2.548 -3.524 2.480 0.00 0.05 -0.03
H -4.063 -2.705 2.038 0.04 -0.06 0.02
H -2.289 -1.182 3.115 0.08 0.12 -0.10
H -2.934 -0.641 1.538 0.02 0.08 0.12
H -0.218 -1.899 3.235 -0.11 0.22 -0.07
H 1.937 -2.443 3.723 -0.01 -0.03 0.01
H 4.143 -3.352 3.081 -0.03 0.01 0.02
H 4.649 -3.703 0.673 0.01 0.03 -0.03
H 2.997 -3.085 -1.046 0.04 -0.05 0.00
C 3.122 -6.340 -3.123 -0.05 0.09 0.04
C 2.387 -5.030 -3.195 0.07 0.01 -0.03
C 1.004 -4.966 -3.068 -0.01 0.04 0.00
C 0.335 -3.757 -3.177 -0.01 0.02 -0.04
C 1.062 -2.601 -3.394 -0.26 0.12 0.06
C 2.439 -2.638 -3.526 0.02 0.19 -0.05
C 3.097 -3.852 -3.423 -0.14 -0.05 -0.12
S 0.256 -1.053 -3.696 0.53 0.05 -0.33
O 1.136 0.033 -3.349 0.03 -0.24 0.18
O -0.192 -1.090 -5.065 -0.25 -0.02 0.19
N -1.087 -1.056 -2.740 0.24 -1.65 2.30
C -1.914 0.089 -2.957 -0.09 1.13 0.54
C -1.564 1.169 -1.879 -0.49 -0.32 -1.62
O -1.469 2.339 -2.200 0.01 -0.05 0.56
O -1.427 0.644 -0.709 -0.56 -1.40 0.07
H 2.436 -7.169 -2.960 0.01 -0.04 -0.01
H 3.849 -6.330 -2.309 0.02 -0.04 0.00
H 3.666 -6.513 -4.053 0.02 -0.08 0.02
H 0.433 -5.873 -2.904 0.01 -0.03 0.01
H -0.743 -3.707 -3.115 0.02 -0.08 -0.01
H 2.967 -1.712 -3.711 0.10 -0.03 0.06
H 4.174 -3.893 -3.533 0.01 0.02 0.00
H -2.960 -0.170 -2.778 0.03 -0.09 -0.25
H -1.772 0.524 -3.946 -0.12 -0.12 -0.01
C 0.019 3.174 0.473 0.05 -0.07 0.47
P 0.114 1.431 1.105 -0.07 0.28 0.34
C -0.252 1.593 2.893 0.44 0.05 -0.05
C -1.622 1.743 3.138 0.09 -0.16 0.05
C -2.106 1.885 4.427 -0.01 0.01 0.03
C -1.231 1.840 5.504 -0.02 -0.02 0.02
C 0.125 1.666 5.275 0.06 -0.06 0.10
C 0.616 1.548 3.983 -0.09 0.06 0.09
C 1.853 1.086 0.713 0.09 0.16 0.38
C 2.155 1.238 -0.642 0.04 -0.09 0.00
C 3.432 0.993 -1.115 -0.03 -0.03 -0.02
C 4.436 0.605 -0.240 0.05 0.01 -0.02
C 4.142 0.434 1.104 0.05 -0.14 0.01
C 2.857 0.649 1.577 0.05 0.07 -0.08
P -1.335 4.251 1.168 0.38 0.12 -0.49
C -0.378 5.318 2.318 -0.21 -0.10 0.12
C -0.880 6.596 2.574 0.04 -0.06 0.01
C -0.274 7.422 3.505 -0.06 0.03 -0.02
C 0.831 6.976 4.217 0.03 0.00 0.03
C 1.332 5.707 3.977 0.05 0.02 0.05
C 0.734 4.885 3.031 -0.02 0.04 -0.10
C -1.416 5.386 -0.280 -0.11 -0.07 0.15
C -0.323 6.144 -0.695 -0.09 0.03 -0.06
C -0.403 6.902 -1.852 0.09 0.02 0.03
C -1.573 6.912 -2.600 -0.03 0.00 -0.02
C -2.665 6.167 -2.187 -0.03 0.03 -0.05
C -2.586 5.406 -1.030 0.07 0.02 0.06
H -0.196 3.113 -0.594 -0.01 -0.07 0.01
H 0.993 3.647 0.619 -0.05 0.10 -0.08
H -2.300 1.743 2.294 -0.08 0.04 0.03
H -3.166 2.028 4.593 -0.02 0.00 -0.01
H -1.605 1.935 6.515 0.00 0.03 0.01
H 0.813 1.635 6.111 0.01 0.01 0.02
H 1.683 1.464 3.840 -0.02 0.04 0.01
H 1.384 1.513 -1.347 -0.05 0.05 -0.05
H 3.620 1.098 -2.174 0.06 0.01 -0.03
H 5.440 0.427 -0.603 0.01 -0.01 -0.01
H 4.912 0.114 1.794 0.03 -0.02 0.00
H 2.657 0.472 2.622 0.00 -0.04 0.00
H -1.746 6.942 2.021 -0.01 0.06 0.03
H -0.667 8.416 3.678 -0.01 0.01 0.01
H 1.297 7.616 4.954 0.02 0.01 0.00
H 2.194 5.351 4.527 0.02 0.00 0.00
H 1.147 3.903 2.851 0.01 -0.03 -0.01
H 0.589 6.144 -0.110 0.02 -0.01 -0.01
H 0.452 7.481 -2.174 0.00 0.02 -0.01
H -1.628 7.501 -3.506 -0.01 0.01 -0.01
H -3.578 6.173 -2.769 -0.01 -0.01 -0.01
H -3.432 4.814 -0.704 -0.02 -0.02 -0.03
```
Positions in Å, forces in eV/Å.

Multiplicity   2
HOMO-LUMO gap (spin up / spin down)   4.42 / 4.89 eV
Net charge   0